59
Properties=species:S:1:pos:R:3:forces:R:3 method="wB97M-V/def2-TZVPD" homo_energy_ev=-8.444 smiles="CCCCCc1cc(S)c2nsnc2c1.CCOC(=O)OC.CCOC(=O)OC"
C -2.68023 2.85280 0.88442 -0.2 1.1 -0.2
C -4.22118 3.02937 1.50901 0.6 -0.9 -1.5
C -4.77835 1.54887 1.93967 -1.3 0.9 0.1
C -4.61753 1.17929 3.52838 0.0 -0.3 -0.1
C -3.12185 0.68478 3.98194 0.0 -0.9 0.7
C -2.35153 -0.28289 2.90594 2.0 -2.7 -2.9
C -0.72266 0.00114 2.65551 -0.9 -3.4 -2.3
C 0.16724 -0.95992 1.61517 -3.8 1.6 1.4
S 2.02061 -0.65281 1.39364 -1.5 -0.1 0.0
C -0.59573 -2.16595 0.79803 -1.7 -1.9 -1.2
N -0.06779 -3.16696 -0.22869 -4.4 2.1 3.0
S -1.44484 -4.17781 -0.70380 0.4 3.0 2.7
N -2.84892 -3.64570 0.21705 6.0 4.2 1.5
C -2.21534 -2.48925 1.00316 -0.1 0.7 0.9
C -3.02927 -1.54056 2.07608 2.0 2.0 0.9
H -2.53067 1.80407 0.37935 -0.3 2.0 1.1
H -2.51668 3.67419 0.03660 -0.3 -1.8 1.9
H -1.86118 3.04178 1.69884 -1.5 -0.6 -1.5
H -4.27060 3.84172 2.35482 0.1 -1.7 -1.6
H -4.87944 3.37061 0.57331 1.3 -0.6 2.2
H -5.95171 1.56056 1.71987 2.5 -0.1 0.6
H -4.31636 0.77289 1.19568 -0.8 1.3 1.7
H -4.89558 2.10907 4.22220 0.5 -2.0 -1.7
H -5.38139 0.30819 3.78333 1.6 1.8 -0.5
H -3.27589 0.02748 4.96661 0.4 1.4 -2.1
H -2.44855 1.60164 4.34382 -1.3 -2.1 -1.3
H -0.21585 0.88846 3.27290 -1.0 -2.3 -1.7
H 2.26731 0.64970 0.92758 -1.1 -1.1 0.4
H -4.18997 -1.72558 2.28436 2.9 0.3 -0.7
C 4.72297 -3.10353 1.48701 0.1 -0.3 -0.1
C 5.30039 -1.75548 1.09226 -0.7 -0.2 0.0
O 6.72219 -1.74010 1.26890 0.9 -0.2 -0.8
C 7.44228 -2.34604 0.29030 -0.5 -0.3 -0.2
O 6.98655 -2.88123 -0.70837 0.7 0.8 1.4
O 8.75309 -2.27525 0.62668 -1.0 0.1 -0.2
C 9.61816 -2.95326 -0.28160 0.4 -0.2 -0.3
H 5.03686 -3.37551 2.49998 -0.1 0.2 -0.1
H 3.63026 -3.08393 1.44623 0.2 0.0 0.0
H 5.07779 -3.89633 0.82122 -0.1 0.2 0.0
H 4.89100 -0.97966 1.74783 0.4 -0.1 0.0
H 5.03073 -1.48455 0.06505 0.2 -0.2 0.1
H 9.45179 -2.62329 -1.31228 -0.1 -0.2 0.2
H 9.47548 -4.03468 -0.19415 -0.1 0.2 -0.2
H 10.65031 -2.71666 -0.00819 -0.3 0.1 0.2
C -1.10611 -0.26672 -3.43183 -0.3 0.0 0.0
C -0.32153 1.02007 -3.61921 0.2 -0.5 0.5
O -0.83274 1.77026 -4.72774 -0.8 0.9 0.0
C -1.96225 2.48303 -4.48372 -0.1 -0.3 0.5
O -2.55684 2.54187 -3.41861 0.8 0.0 -1.5
O -2.32886 3.09819 -5.63418 0.4 -0.4 0.8
C -3.55625 3.81725 -5.53691 -0.5 0.3 0.0
H -1.13696 -0.83861 -4.36488 0.2 0.1 0.1
H -0.65554 -0.88490 -2.65023 0.0 0.1 -0.1
H -2.14371 -0.06035 -3.15166 0.2 0.0 0.1
H 0.72060 0.77849 -3.85346 -0.2 0.2 -0.2
H -0.31431 1.62655 -2.70631 -0.2 0.0 -0.2
H -3.54210 4.51830 -4.69597 0.0 -0.3 -0.1
H -4.39136 3.11650 -5.44196 0.1 0.1 0.1
H -3.68797 4.39043 -6.45898 0.3 -0.3 0.1